Here is a 10-piece molecular cluster, C4H27NO9 overall from the OMol25 dataset. Energies are from ωB97M-V with the def2-TZVPD basis set.

Element x y z (Å)
1 H 3.10 -0.82 -0.01
2 H -0.83 2.98 -1.29
3 C -0.74 1.73 0.46
4 H 0.83 2.84 1.47
5 C 0.40 1.91 1.13
6 O -2.96 -2.91 -0.76
7 H -2.62 -3.80 -0.78
8 H 1.93 0.98 2.12
9 H -0.85 -1.87 3.90
10 H -1.75 -1.54 2.71
11 H 2.25 -1.03 -3.55
12 H -2.65 -0.12 1.39
13 H -2.50 -2.19 -1.20
14 H 0.23 -2.23 1.72
15 C -2.84 2.76 -0.53
16 H 2.04 -1.90 -2.35
17 H -1.13 3.84 0.16
18 O 3.38 -1.34 1.69
19 O 2.86 1.38 -2.83
20 H -3.14 3.37 -1.39
21 N 1.26 0.83 1.40
22 H 0.49 -1.96 0.20
23 H 4.12 -0.82 -1.14
24 H 0.29 -0.83 -2.19
25 O 0.90 -2.31 1.01
26 C -1.33 2.88 -0.33
27 H -0.83 0.30 -2.23
28 H 0.80 -0.06 1.59
29 O -3.15 -0.56 2.09
30 O -0.50 -0.45 -1.74
31 H -3.80 -1.09 1.62
32 H -3.49 3.04 0.30
33 H 2.17 2.04 -2.89
34 H -3.14 1.74 -0.78
35 H -1.17 0.76 0.25
36 O -0.81 -1.71 2.96
37 H 2.72 0.86 -2.02
38 H 3.13 -0.67 2.32
39 O 3.21 -0.58 -0.96
40 H 2.57 -1.89 1.56
41 O 1.56 -1.56 -3.12

gap between HOMO and LUMO	8.36	eV
calculated total energy	-24503.9930	eV
energy above the lowest of the compared OMol25 structures with the same formula, charge and spin	37.6	kcal per mole

Here are the Löwdin charges for atoms 1 to 4, given in e: H 0.006; H 0.098; C -0.151; H 0.116

=====

Here is C4H28B5CaO as an isolated structure from the OMol25 dataset. Energies are from ωB97M-V with the def2-TZVPD basis set.

Element x y z (Å)
1 H -1.33 2.34 -0.36
2 B -0.40 -1.22 -2.29
3 C -0.59 -2.10 1.22
4 H 1.94 3.11 -2.63
5 H -0.66 -2.55 3.29
6 H 3.44 -1.41 -1.38
7 Ca 0.22 0.53 -0.75
8 H -1.58 1.66 -2.08
9 H -0.56 -2.26 -2.78
10 H -0.95 -1.14 -1.32
11 C -1.39 -2.50 2.47
12 H 0.42 2.39 -1.79
13 H 1.11 0.74 1.45
14 H 3.82 -0.94 0.38
15 C -1.48 -0.15 2.13
16 O -0.71 -0.68 1.06
17 H 1.89 1.56 0.01
18 H -2.00 -3.39 2.37
19 C -2.31 -1.28 2.69
20 H -3.05 2.01 -1.00
21 H -2.03 0.74 1.82
22 B 3.22 -0.59 -0.57
23 H 0.69 -1.10 -2.09
24 H -3.12 -1.49 1.98
25 H -0.74 -0.33 -2.90
26 H -2.66 -1.08 3.70
27 H 0.64 2.45 0.99
28 H 0.48 -2.27 1.34
29 H 3.68 0.40 -0.96
30 H 2.32 2.18 1.72
31 H 0.74 1.80 -3.47
32 H -1.08 -2.57 0.36
33 B -1.93 1.65 -1.01
34 H 2.10 -0.50 -0.36
35 H -0.79 0.26 2.89
36 B 1.27 2.17 -2.49
37 H -1.84 0.61 -0.61
38 B 1.50 1.71 1.04
39 H 1.72 1.23 -2.08

gap between HOMO and LUMO	5.40	eV
calculated total energy	-28459.8257	eV
charge	-3
energy above the lowest of the compared OMol25 structures with the same formula, charge and spin	0.0	kcal per mole

Here are the Löwdin charges for atoms 1 to 4, given in e: H -0.050; B -0.500; C -0.158; H -0.051

=====

Here is a 15-piece molecular cluster, C4H28BO22 overall from the OMol25 dataset. Energies are from ωB97M-V with the def2-TZVPD basis set.

Element x y z (Å)
1 H 0.08 -4.11 -0.43
2 O -4.03 -0.48 -0.02
3 H -2.68 -1.58 0.34
4 O 0.95 -4.51 -3.04
5 H -1.31 -3.54 -0.60
6 H 3.13 4.22 -0.42
7 H 1.25 -1.90 -4.08
8 O -0.45 0.01 -1.14
9 C -1.10 2.95 0.45
10 C 0.59 -0.79 -1.27
11 H 1.26 -3.62 -2.86
12 O -1.48 2.76 -3.00
13 B -0.14 0.91 -0.05
14 H 2.39 -1.05 -4.58
15 H -3.75 0.25 -0.57
16 H 1.66 4.12 -0.75
17 O 0.63 -1.77 -2.03
18 O -0.21 2.36 -0.33
19 H -4.33 -0.07 0.79
20 O -3.80 5.43 0.68
21 H 4.53 -0.79 0.54
22 H -0.76 2.22 -3.32
23 O 2.45 4.62 -0.96
24 H 0.47 0.49 3.44
25 O 1.20 0.53 0.46
26 H 3.55 -2.32 2.87
27 O -1.15 0.77 1.00
28 O 1.23 1.07 3.35
29 H 2.26 -3.06 0.28
30 O -2.69 1.98 2.02
31 O -2.14 -1.99 -2.47
32 H -2.20 -1.37 -3.20
33 O 3.03 -1.54 3.03
34 O 5.35 -0.37 0.80
35 C -1.77 1.82 1.25
36 H -3.27 6.10 1.12
37 O -2.10 -2.24 0.73
38 H 1.95 0.49 3.10
39 H -2.63 2.56 3.98
40 C 1.68 -0.53 -0.23
41 O -1.44 4.19 0.48
42 O -2.59 3.24 4.65
43 O 2.28 -3.92 0.69
44 H 0.56 -4.45 -3.92
45 H -1.72 3.12 5.05
46 O 1.95 -1.89 -4.72
47 H -3.15 4.80 0.35
48 H 3.10 -3.94 1.18
49 H -2.39 -2.31 1.64
50 H -1.56 -1.56 -1.84
51 H 2.16 -1.74 2.67
52 H -1.90 2.23 -2.33
53 O 2.69 -1.23 -0.08
54 H 5.25 -0.21 1.74
55 O -0.85 -4.36 -0.42

gap between HOMO and LUMO	8.71	eV
calculated total energy	-50331.9312	eV
charge	-1
energy above the lowest of the compared OMol25 structures with the same formula, charge and spin	51.7	kcal per mole

Here are the Löwdin charges for atoms 1 to 4, given in e: H -0.011; O -0.018; H -0.022; O -0.045